{"formula": "C44H119N9O15", "method": "ωB97M-V/def2-TZVPD", "symbols": ["C", "O", "C", "C", "C", "N", "H", "H", "H", "H", "H", "H", "H", "H", "H", "H", "H", "C", "O", "C", "C", "C", "N", "H", "H", "H", "H", "H", "H", "H", "H", "H", "H", "H", "C", "O", "C", "C", "C", "N", "H", "H", "H", "H", "H", "H", "H", "H", "H", "H", "H", "C", "O", "C", "C", "C", "N", "H", "H", "H", "H", "H", "H", "H", "H", "H", "H", "H", "C", "O", "C", "C", "C", "N", "H", "H", "H", "H", "H", "H", "H", "H", "H", "H", "H", "C", "O", "C", "C", "C", "N", "H", "H", "H", "H", "H", "H", "H", "H", "H", "H", "H", "C", "O", "C", "C", "C", "N", "H", "H", "H", "H", "H", "H", "H", "H", "H", "H", "H", "C", "O", "C", "C", "N", "C", "C", "O", "C", "H", "H", "H", "H", "H", "H", "H", "H", "H", "H", "H", "H", "H", "H", "H", "C", "O", "C", "C", "N", "C", "C", "O", "C", "H", "H", "H", "H", "H", "H", "H", "H", "H", "H", "H", "H", "H", "H", "H", "O", "C", "C", "O", "H", "H", "H", "H", "H", "H", "O", "C", "C", "O", "H", "H", "H", "H", "H", "H"], "xyz": [[15.26834, -16.61658, 1.74621], [14.33584, -15.89966, 2.52005], [13.72864, -14.84511, 1.81007], [12.80082, -14.03218, 2.71466], [11.74070, -14.86991, 3.47848], [12.01982, -13.07019, 1.94685], [14.70531, -17.21986, 1.02186], [15.76843, -17.33115, 2.40298], [16.06030, -16.05143, 1.24557], [14.48879, -14.16310, 1.40820], [13.13523, -15.23554, 0.96848], [13.45231, -13.53232, 3.43678], [10.90593, -15.09711, 2.81759], [11.48761, -14.24911, 4.33420], [12.15731, -15.81810, 3.81732], [11.41476, -13.60240, 1.32971], [12.57100, -12.46198, 1.34817], [8.66562, -13.50703, 8.59486], [8.48142, -14.87985, 8.30303], [7.18264, -15.34698, 8.63622], [7.11153, -16.84502, 8.30555], [5.89240, -17.42770, 8.98783], [8.28803, -17.54633, 8.81901], [9.72621, -13.27246, 8.63964], [8.20068, -13.22774, 9.54549], [8.16867, -12.93043, 7.80655], [7.02851, -15.27826, 9.71783], [6.40714, -14.77505, 8.12288], [7.00638, -17.00506, 7.22644], [5.78560, -18.50015, 8.79412], [4.99105, -16.96585, 8.57254], [5.96738, -17.37902, 10.07463], [8.51628, -18.37156, 8.25824], [9.11418, -16.96605, 8.70929], [7.65624, -15.76182, 4.50070], [7.92906, -16.58700, 3.39270], [6.76478, -17.04928, 2.76475], [7.09728, -17.92488, 1.56487], [8.15304, -17.28015, 0.68485], [5.88859, -18.17622, 0.76532], [7.03230, -14.89688, 4.25967], [8.62256, -15.41380, 4.86926], [7.20051, -16.34609, 5.30723], [6.14292, -17.62824, 3.47046], [6.08131, -16.24156, 2.46743], [7.52781, -18.88645, 1.88136], [7.94715, -16.22854, 0.46015], [8.40281, -17.70182, -0.29230], [9.13180, -17.30433, 1.17829], [6.13907, -18.88319, 0.08098], [5.22596, -18.61549, 1.40449], [15.68288, -19.73430, 1.04168], [16.48528, -18.73415, 1.63235], [17.81557, -19.17441, 1.89620], [17.88200, -19.85153, 3.28154], [17.90381, -18.81787, 4.39866], [19.07133, -20.74022, 3.34461], [15.62842, -20.61884, 1.68850], [16.04687, -20.08668, 0.07077], [14.68807, -19.30836, 0.92271], [18.09086, -19.89260, 1.12062], [18.48490, -18.31272, 1.86730], [16.98688, -20.47801, 3.28329], [17.87467, -19.33505, 5.35796], [16.93283, -18.30581, 4.35676], [18.67528, -18.06208, 4.26979], [18.91431, -21.37723, 4.11877], [19.83328, -20.12776, 3.62187], [6.80587, -20.01604, 11.83844], [6.82951, -21.26896, 12.47964], [7.54156, -22.24858, 11.75550], [6.64621, -22.89488, 10.69780], [5.52018, -23.77336, 11.28738], [7.45980, -23.63811, 9.72734], [7.69451, -19.40464, 12.01214], [5.91795, -19.50048, 12.20865], [6.66045, -19.99217, 10.74981], [8.41481, -21.82710, 11.24722], [7.88668, -23.02733, 12.44084], [6.11840, -22.08608, 10.17726], [5.98093, -24.47981, 11.99023], [5.07807, -24.36692, 10.49220], [4.86341, -23.15390, 11.89719], [7.78776, -24.40156, 10.32320], [6.98076, -24.09448, 8.96246], [13.62968, -13.75826, 7.16854], [13.98825, -15.10267, 6.88920], [12.88488, -15.96098, 6.53389], [12.51058, -16.94509, 7.66050], [11.55879, -17.97019, 7.05704], [11.72849, -16.18576, 8.69114], [14.50516, -13.26318, 7.58258], [12.71944, -13.59275, 7.74828], [13.43475, -13.27981, 6.19425], [12.00558, -15.34819, 6.32106], [13.22631, -16.38385, 5.58694], [13.34140, -17.39773, 8.19672], [11.02198, -18.54084, 7.81402], [12.10490, -18.69747, 6.44839], [10.81340, -17.60999, 6.34104], [12.28006, -15.33073, 8.78667], [10.88726, -15.77240, 8.28451], [12.82083, -17.31863, -1.08325], [12.44766, -18.55025, -0.49868], [11.16004, -18.98509, -0.94399], [10.72842, -20.08183, 0.01825], [11.73665, -21.22094, 0.17109], [9.37836, -20.63544, -0.31079], [12.03909, -16.59091, -0.80653], [12.76214, -17.34749, -2.17716], [13.78156, -16.98631, -0.70241], [10.49814, -18.13302, -0.76649], [11.17444, -19.34716, -1.97482], [10.71480, -19.56500, 0.98446], [11.33689, -21.98520, 0.83483], [12.65152, -20.80293, 0.60153], [11.97562, -21.64637, -0.80721], [9.57300, -21.55217, -0.71230], [9.08424, -20.93195, 0.63430], [8.88341, -20.78426, 8.32309], [9.01864, -19.89727, 7.22700], [8.19636, -20.20840, 6.12286], [8.60458, -19.30971, 4.97519], [9.99253, -19.62673, 4.57369], [10.51909, -18.56980, 3.72452], [11.94410, -18.87842, 3.28066], [12.76806, -18.69706, 4.39391], [14.16944, -18.57319, 4.22443], [9.37730, -21.72997, 8.07222], [7.82648, -20.92050, 8.56792], [9.46806, -20.37672, 9.14743], [7.15799, -20.02688, 6.43434], [8.23184, -21.25866, 5.80635], [8.56479, -18.27960, 5.35067], [7.95591, -19.44594, 4.10825], [10.46119, -19.54205, 5.47566], [10.48592, -17.55532, 4.14944], [9.88550, -18.41122, 2.84532], [12.20613, -18.23657, 2.42864], [11.99650, -19.92540, 2.94857], [14.63021, -19.41419, 3.70125], [14.52833, -18.59227, 5.25508], [14.37168, -17.59878, 3.77315], [17.26324, -26.46885, 3.88201], [16.59908, -25.24876, 3.58300], [15.25348, -25.25886, 4.01156], [14.62663, -23.89524, 3.78087], [13.69174, -23.53856, 4.85234], [13.24686, -22.14397, 4.64701], [12.46053, -21.73799, 5.88888], [13.35681, -21.81200, 6.98667], [12.71740, -21.51843, 8.20621], [16.78409, -27.31654, 3.38786], [17.21527, -26.65453, 4.96200], [18.29635, -26.27873, 3.60700], [15.22105, -25.55310, 5.06878], [14.66532, -25.99578, 3.45060], [14.08254, -23.93523, 2.83098], [15.41171, -23.15349, 3.57083], [14.27231, -23.51465, 5.68786], [12.62796, -22.05168, 3.75556], [14.15403, -21.53153, 4.59654], [11.58583, -22.38393, 6.02383], [12.08454, -20.72096, 5.76824], [13.45360, -21.62173, 9.00051], [11.86490, -22.18436, 8.39381], [12.30855, -20.50097, 8.20365], [8.86975, -21.33540, 2.42872], [8.41828, -22.55570, 3.00288], [9.55228, -23.26716, 3.71177], [9.38286, -24.68034, 3.66926], [9.26112, -20.81129, 3.14726], [7.58266, -22.33088, 3.67763], [7.99787, -23.21667, 2.24350], [9.67032, -22.94151, 4.75445], [10.48618, -23.00119, 3.19839], [10.22400, -25.05125, 3.95780], [12.34921, -17.69008, 11.15964], [11.16025, -18.43708, 11.31813], [11.11605, -19.09831, 12.68442], [10.77460, -18.24373, 13.75513], [12.39531, -17.34073, 10.25254], [10.28460, -17.81104, 11.10351], [11.02835, -19.18265, 10.52030], [12.06605, -19.60769, 12.87723], [10.41316, -19.92392, 12.55179], [11.44686, -17.55157, 13.71466]], "mulliken_charge": [0.10, -0.06, -0.40, 0.32, -0.19, -0.72, -0.25, -0.14, 0.28, 0.31, -0.10, 0.25, 0.49, -0.04, -0.48, 0.25, 0.30, -0.83, -0.17, -1.00, 1.84, -1.92, 0.09, 0.14, 0.34, 0.32, 0.49, 0.49, -0.77, 0.28, 0.44, 0.44, -0.36, -0.07, -1.10, 0.13, -1.28, 2.25, -1.35, -0.82, 0.50, 0.04, 0.47, 0.35, 0.48, -0.65, 0.32, 0.39, -0.07, 0.35, 0.32, -0.34, -0.18, -1.28, 2.15, -1.18, -0.81, 0.13, 0.51, -0.18, 0.40, 0.42, -1.11, 0.37, 0.06, 0.36, 0.31, 0.30, -0.34, -0.42, -0.39, 0.46, -1.63, -0.52, 0.20, 0.36, 0.00, 0.04, 0.47, 0.17, 0.37, 0.42, 0.36, 0.28, 0.26, -0.56, -0.52, 0.20, 0.69, 1.16, -0.60, 0.30, 0.17, 0.17, 0.25, -1.01, 0.61, -0.16, -0.56, -0.18, 0.23, -0.21, -0.93, -0.03, -1.10, 2.63, -1.36, -0.77, 0.33, 0.36, 0.25, 0.16, 0.29, -1.37, 0.38, -0.15, 0.49, 0.39, 0.55, -0.77, 1.37, -1.88, 1.00, 0.79, 1.23, -0.36, 1.40, -1.24, 0.28, 0.24, -0.32, 0.50, 0.38, -0.54, 0.22, -1.03, -0.01, -0.71, 0.28, -0.56, -0.10, 0.51, -0.16, -0.76, -0.27, -0.62, -0.13, -0.37, -0.57, -0.11, -0.52, -0.48, 0.29, 0.33, 0.24, 0.41, 0.31, 0.29, -0.06, 0.41, -0.19, 0.39, 0.64, -0.03, 0.38, 0.31, 0.01, -0.53, -0.74, 0.86, -0.65, 0.09, 0.19, 0.53, -0.16, -0.28, 0.36, -0.71, 0.97, -0.74, -0.53, 0.29, 0.19, -0.64, 0.39, 0.24, 0.37], "e_lumo_ev": 0.44, "homo_ev": -9.119, "smiles": "COC[C@H](C)N.COC[C@H](C)N.COC[C@H](C)N.COC[C@H](C)N.COC[C@H](C)N.COC[C@H](C)N.COC[C@H](C)N.COCCNCCOC.COCCNCCOC.OCCO.OCCO", "de_lowest_kcal_mol": 0.00, "total_energy_ha": -3368.9285}